This record from OMol25 describes a 10-piece molecular cluster, C70H80I4O3 overall at a distorted geometry. The level of theory is the ωB97M-V functional and the def2-TZVPD basis.

Computed properties:
LUMO   -0.4 eV
DFT total energy   -112427.4855 eV
Orbital gap   7.1368 eV
Molecular weight   1477.02 Da
E_HOMO   -7.5 eV
Total charge   0

Structure (XYZ):
```
157
Properties=species:S:1:pos:R:3:forces:R:3
C 3.325698 1.753635 1.832666 0.9 0.2 0.0
C 4.177100 0.385602 2.067211 -1.6 0.5 0.3
C 3.718301 -0.705501 0.977443 -0.5 -0.4 1.2
O 4.796867 -1.381772 0.294009 -0.6 1.1 -0.8
C 5.677013 -0.471473 -0.398849 0.9 -1.0 -1.0
C 6.558896 -1.278134 -1.509836 0.2 -1.2 0.4
O 7.392586 -2.160922 -1.279162 -2.8 3.2 -1.3
O 6.186905 -0.805908 -2.817509 1.4 -0.6 2.0
C 5.031143 0.133620 -2.875322 2.0 -2.2 1.3
C 3.811345 -0.905481 -3.011081 -1.2 0.5 -0.1
I 4.368495 -2.861114 -3.860223 2.3 0.0 1.7
C 2.501462 -0.395881 -3.799318 -0.9 -0.3 1.1
C 1.332650 -0.103560 -2.708586 0.4 -0.5 0.1
I 1.700092 -2.065367 -5.019506 -2.0 1.8 -0.6
C 5.483565 1.092161 -4.061934 0.4 0.7 0.7
I 5.235911 0.186749 -6.071786 0.1 0.0 0.9
C 4.970709 2.605986 -4.043496 1.7 0.5 -1.8
C 4.913934 3.270063 -5.530236 -0.4 1.5 1.2
I 3.076746 3.040037 -3.110541 0.5 -0.1 -0.2
C 5.076771 0.659330 -1.345110 -0.9 2.0 0.8
C 5.918368 1.957095 -0.954426 0.9 0.9 0.0
C 7.494189 1.885587 -1.209478 0.8 0.2 0.9
C 8.280600 3.243385 -0.797496 0.4 -0.9 0.0
H 3.201480 2.314375 2.829213 0.0 -0.9 -1.6
H 3.863591 2.467554 1.109147 -0.8 -1.1 1.0
H 2.310367 1.529146 1.359325 1.3 0.2 0.9
H 5.297931 0.562286 2.124710 -1.5 -0.2 -0.3
H 3.834777 0.018720 3.106163 0.8 0.3 -1.6
H 2.945499 -0.270389 0.247057 1.2 -0.4 0.9
H 3.154658 -1.520218 1.568686 1.0 1.0 -1.2
H 6.423244 -0.170927 0.420190 -1.0 0.4 -1.6
H 3.473585 -1.153791 -1.935805 0.7 0.2 -1.8
H 2.652085 0.449161 -4.538985 0.0 -1.2 1.1
H 1.820674 0.199043 -1.716606 -0.7 -0.1 -1.4
H 0.777478 -1.090571 -2.490493 0.8 1.6 -0.4
H 0.591363 0.689693 -3.043774 1.0 -1.1 0.4
H 6.632600 1.155765 -3.974641 -2.0 -0.2 -0.1
H 5.777559 3.226316 -3.500249 -1.5 -1.1 -0.5
H 4.789493 4.401584 -5.325800 0.2 -1.7 -0.4
H 5.892495 3.164370 -6.098045 -1.4 -0.2 0.7
H 3.986560 2.962347 -6.112847 1.5 0.1 0.7
H 4.000598 0.976837 -1.147371 1.3 -0.7 0.3
H 5.788262 2.100770 0.184663 0.1 -0.3 -1.8
H 5.548653 2.939278 -1.416296 0.2 -1.6 0.5
H 7.809095 1.632799 -2.273034 -0.7 0.2 1.3
H 7.943915 1.070522 -0.526253 -0.7 1.1 -1.2
H 8.060495 3.556156 0.281445 0.1 -0.3 -1.6
H 9.404540 2.987739 -0.823401 -1.7 0.5 0.0
H 8.103958 4.095336 -1.533931 0.1 -1.1 1.1
C -0.179618 -1.030921 1.714339 0.0 -0.1 -0.1
C -1.050029 -1.213560 2.783591 0.0 0.0 0.0
C -1.871152 -2.335481 2.829039 0.0 0.0 -0.1
C -1.815003 -3.280881 1.809197 0.1 0.1 0.0
C -0.941726 -3.100091 0.741362 0.0 0.0 0.0
C -0.127080 -1.973675 0.691017 -0.1 0.0 0.1
H 0.458540 -0.153816 1.677675 0.0 0.0 0.0
H -1.089148 -0.479976 3.582722 0.0 -0.1 0.0
H -2.554631 -2.473950 3.660268 0.1 0.0 0.0
H -2.451876 -4.158221 1.847372 0.1 0.0 0.0
H -0.896518 -3.838059 -0.053240 0.0 0.0 0.1
H 0.550071 -1.830512 -0.144739 0.0 0.0 0.1
C -3.305475 -7.621823 -0.423785 0.0 0.1 -0.1
C -3.078470 -8.556423 -1.428874 0.0 0.1 0.0
C -2.675772 -8.136074 -2.692739 0.0 0.1 0.1
C -2.490824 -6.780605 -2.948770 0.0 -0.1 0.1
C -2.714433 -5.846072 -1.942514 0.0 0.0 0.0
C -3.125699 -6.265667 -0.681399 0.0 -0.1 -0.1
H -3.622508 -7.949374 0.560691 0.0 0.0 -0.1
H -3.216191 -9.613614 -1.227400 0.0 0.1 0.0
H -2.505166 -8.864453 -3.478029 0.0 0.1 0.1
H -2.172291 -6.453228 -3.932636 0.0 0.0 0.1
H -2.568570 -4.789240 -2.141829 0.0 -0.1 0.0
H -3.304980 -5.536539 0.101260 0.0 0.0 -0.1
C 0.119086 -8.012763 1.167777 0.1 0.1 0.1
C 0.264810 -6.980754 0.246436 0.0 0.0 0.0
C 1.349366 -6.114536 0.337059 0.0 -0.1 0.1
C 2.294668 -6.285768 1.343819 -0.1 0.0 0.0
C 2.151127 -7.320177 2.263046 -0.1 0.0 0.0
C 1.061325 -8.181279 2.178098 0.0 0.1 -0.1
H -0.728886 -8.686079 1.098731 0.1 0.1 0.0
H -0.468384 -6.850903 -0.542673 0.1 0.0 0.1
H 1.458817 -5.305777 -0.377838 0.0 -0.1 0.0
H 3.142971 -5.612868 1.411401 -0.1 0.0 0.0
H 2.889013 -7.454862 3.047128 -0.1 0.0 -0.1
H 0.946773 -8.984295 2.898235 0.0 0.0 -0.1
C -0.654409 6.051176 -1.946581 0.0 0.0 0.0
C 0.600230 5.452000 -1.901253 0.0 0.2 0.0
C 1.735578 6.228299 -1.688373 -0.1 0.1 0.0
C 1.614232 7.603164 -1.511027 -0.1 -0.1 0.0
C 0.359019 8.201503 -1.552747 0.0 -0.1 0.0
C -0.774878 7.426673 -1.774736 0.1 -0.1 0.0
H -1.538891 5.446317 -2.115835 0.1 0.0 0.0
H 0.693313 4.378115 -2.032923 -0.1 0.1 0.0
H 2.714303 5.762266 -1.659705 -0.1 0.0 0.0
H 2.498465 8.207844 -1.340234 -0.1 0.0 0.0
H 0.264540 9.273302 -1.412863 0.0 -0.1 0.0
H -1.752664 7.894252 -1.812591 0.1 0.0 0.0
C -4.936139 0.536438 5.410160 -0.1 -0.1 0.0
C -5.806085 0.355440 6.480546 0.0 0.0 0.0
C -6.628657 -0.765743 6.527105 0.1 0.0 -0.1
C -6.573776 -1.711380 5.507347 0.0 0.1 0.0
C -5.700672 -1.531930 4.438969 0.0 0.0 0.0
C -4.885003 -0.406030 4.388038 0.0 0.0 0.1
H -4.297012 1.412629 5.372014 -0.1 0.0 0.0
H -5.843683 1.089283 7.278898 0.0 -0.1 -0.1
H -7.311730 -0.903473 7.358245 0.1 0.0 -0.1
H -7.211493 -2.587993 5.545967 0.0 0.1 0.0
H -5.656603 -2.270179 3.644625 0.0 0.1 0.1
H -4.208047 -0.263257 3.552119 0.0 0.0 0.1
C -6.291204 1.477348 1.532319 0.0 0.0 0.0
C -6.783779 2.666083 1.004428 0.0 0.0 -0.1
C -6.417700 3.063655 -0.277676 0.0 -0.1 0.0
C -5.565853 2.266004 -1.036353 0.0 0.0 0.1
C -5.075981 1.074938 -0.509665 0.0 0.0 0.0
C -5.434799 0.682434 0.776173 0.0 0.1 0.0
H -6.574306 1.169958 2.533718 0.0 0.0 -0.1
H -7.453121 3.284245 1.593620 0.1 0.0 0.0
H -6.796602 3.994401 -0.686344 0.0 -0.1 0.0
H -5.284145 2.573233 -2.037911 0.0 0.0 0.1
H -4.413046 0.452380 -1.101663 0.0 0.0 0.1
H -5.048188 -0.243513 1.188665 0.0 0.0 0.0
C 0.711765 0.274329 7.997769 -0.1 0.0 -0.1
C -0.549919 -0.281034 7.809743 0.0 0.1 0.0
C -1.424507 0.275588 6.881946 0.0 0.0 0.0
C -1.033202 1.382664 6.134580 0.0 -0.1 0.1
C 0.229926 1.935804 6.319977 0.0 0.0 0.0
C 1.101015 1.384666 7.254384 -0.1 -0.1 0.0
H 1.392217 -0.157861 8.723677 -0.1 0.0 -0.1
H -0.852249 -1.148155 8.387473 0.0 0.1 0.0
H -2.410939 -0.153495 6.739914 0.1 0.0 0.0
H -1.713465 1.814105 5.407251 0.0 0.0 0.0
H 0.535296 2.797988 5.736026 0.0 -0.1 0.1
H 2.083585 1.819313 7.402691 -0.1 0.0 0.0
C -5.441355 6.941649 4.501052 0.0 -0.1 0.0
C -5.393488 6.504859 3.180782 0.0 -0.1 0.1
C -4.930573 5.226382 2.886726 0.0 0.0 0.0
C -4.524425 4.380427 3.914302 0.0 0.1 0.0
C -4.575768 4.815718 5.234728 0.0 0.0 -0.1
C -5.030070 6.097703 5.528232 0.0 0.0 -0.1
H -5.799199 7.939852 4.729862 0.0 -0.1 0.0
H -5.716652 7.162028 2.380160 0.0 0.0 0.1
H -4.886966 4.888051 1.857048 0.0 0.0 0.1
H -4.168017 3.381460 3.684877 0.0 0.1 0.0
H -4.260455 4.155200 6.036262 0.0 0.1 0.0
H -5.064864 6.438784 6.557201 0.0 0.0 -0.1
C -1.021631 -1.823573 -11.022066 0.0 0.0 0.1
C -0.149455 -0.846486 -10.552697 0.0 0.0 0.0
C 0.311483 -0.896357 -9.240899 -0.1 -0.1 0.0
C -0.092318 -1.929375 -8.400709 -0.1 0.0 -0.1
C -0.961635 -2.908552 -8.871293 0.0 0.1 -0.1
C -1.429875 -2.853717 -10.180385 0.1 0.1 0.0
H -1.383489 -1.782538 -12.043944 0.0 0.0 0.1
H 0.170804 -0.044684 -11.209890 0.0 -0.1 0.1
H 0.986359 -0.130710 -8.873080 0.0 -0.1 0.0
H 0.271477 -1.970390 -7.378796 -0.1 0.1 -0.2
H -1.275240 -3.715069 -8.216469 0.0 0.1 0.0
H -2.111824 -3.614179 -10.545211 0.1 0.0 0.0
```
Forces are in eV/Å.